# 1
7 unconnected molecules or ions with the total composition C44H42F10Si at a distorted geometry. Source: the Open Molecules 2025 dataset; level of theory: the ωB97M-V functional and the def2-TZVPD basis.

The calculation puts the largest force on an atom at 2.24 eV/Å. Its HOMO energy is -9.183 eV. The spin multiplicity is 1. The charge is 0. As for the HOMO-LUMO gap: 9.68 eV. As for the LUMO energy: 0.493 eV.

CARTESIAN COORDINATES (ANGSTROEM)
1 C -0.84500 0.68415 -0.72240
2 C -1.34023 -0.40278 -0.87725
3 C -2.23294 -1.62480 -1.17185
4 Si -2.78228 -2.60667 0.36113
5 C -1.44937 -2.84093 1.68383
6 C -4.31168 -1.70846 1.11074
7 F -4.76735 -2.46961 2.18956
8 F -5.28102 -1.63583 0.08495
9 C -4.04827 -0.23837 1.64228
10 F -2.73781 0.03248 1.93442
11 F -4.75836 0.00922 2.80573
12 F -4.46170 0.66010 0.67239
13 C -3.29348 -4.37207 -0.29968
14 F -4.10347 -4.95977 0.68699
15 F -4.12104 -4.13019 -1.40963
16 C -2.03108 -5.26839 -0.65962
17 F -0.91354 -4.49279 -0.95301
18 F -2.22837 -6.05758 -1.77148
19 F -1.71735 -5.98801 0.46242
20 H -0.29905 1.58452 -0.36536
21 H -1.67121 -2.25216 -1.93111
22 H -3.18126 -1.30447 -1.70852
23 H -0.58274 -3.48251 1.37218
24 H -1.01777 -1.87978 2.08355
25 H -1.93465 -3.36243 2.56863
26 C 1.30340 3.89547 2.72667
27 C 2.31138 3.17245 3.35273
28 C 2.07900 1.86438 3.76062
29 C 0.83661 1.27947 3.54602
30 C -0.17494 2.00528 2.92809
31 C 0.05844 3.31282 2.51688
32 H 1.48700 4.91350 2.40302
33 H 3.28008 3.62908 3.52271
34 H 2.86719 1.29962 4.24621
35 H 0.65635 0.25820 3.86185
36 H -1.14534 1.55204 2.76598
37 H -0.73000 3.87828 2.03282
38 C 0.82787 3.41010 6.44741
39 C 2.07374 3.15514 7.00700
40 C 2.34901 3.56002 8.30790
41 C 1.37854 4.22452 9.04868
42 C 0.13514 4.48785 8.48618
43 C -0.14100 4.07954 7.18648
44 H 0.61159 3.08904 5.43704
45 H 2.83227 2.63925 6.42892
46 H 3.32065 3.35755 8.74480
47 H 1.59195 4.53819 10.06409
48 H -0.62019 5.01138 9.06175
49 H -1.11169 4.28296 6.74850
50 C 7.19807 3.36267 6.09095
51 C 8.20640 2.63955 6.71679
52 C 7.97439 1.33123 7.12436
53 C 6.73184 0.74652 6.90995
54 C 5.72038 1.47223 6.29241
55 C 5.95361 2.78044 5.88114
56 H 7.38156 4.38076 5.76733
57 H 9.17499 3.09606 6.88651
58 H 8.76239 0.76660 7.60947
59 H 6.55158 -0.27465 7.22545
60 H 4.74877 1.01800 6.13035
61 H 5.16507 3.34631 5.39719
62 C 3.18274 -4.41567 -4.80834
63 C 3.38615 -5.31876 -3.77157
64 C 2.30906 -5.76045 -3.01240
65 C 1.02829 -5.29559 -3.28744
66 C 0.82624 -4.38556 -4.31843
67 C 1.90272 -3.94658 -5.07995
68 H 4.02205 -4.07639 -5.40447
69 H 4.38553 -5.67941 -3.55543
70 H 2.46753 -6.46738 -2.20581
71 H 0.18936 -5.64124 -2.69876
72 H -0.17228 -4.01825 -4.52949
73 H 1.74461 -3.23853 -5.88548
74 C -5.17378 0.62362 -4.84608
75 C -5.22731 -0.46033 -3.97799
76 C -4.98617 -1.74486 -4.45290
77 C -4.69572 -1.94541 -5.79741
78 C -4.65114 -0.86246 -6.66688
79 C -4.88852 0.42221 -6.19143
80 H -5.35520 1.62557 -4.47449
81 H -5.45653 -0.30398 -2.92920
82 H -5.02460 -2.59041 -3.77464
83 H -4.50522 -2.94626 -6.16745
84 H -4.43008 -1.01938 -7.71701
85 H -4.85144 1.26730 -6.86959
86 C -0.64807 1.90440 -7.28702
87 C 0.34291 2.44579 -8.09726
88 C 0.19247 2.43935 -9.47903
89 C -0.94765 1.88738 -10.05124
90 C -1.93448 1.33780 -9.24132
91 C -1.78594 1.34746 -7.85938
92 H -0.53364 1.91539 -6.20905
93 H 1.23351 2.87413 -7.65124
94 H 0.96412 2.86472 -10.11058
95 H -1.06636 1.88452 -11.12868
96 H -2.82153 0.90178 -9.68794
97 H -2.55669 0.92074 -7.22775

# 2
A molecular structure, C44H42InN3O2P2S. Source: the Open Molecules 2025 dataset; level of theory: the ωB97M-V functional and the def2-TZVPD basis.

The value obtained for the energy above the lowest of the compared OMol25 structures with the same formula, charge and spin is 27.4 kJ/mol. The calculation puts the largest force on an atom at 0.63 eV/Å. Its HOMO energy is -12.345 eV. The spin multiplicity is 1. The charge is +2. As for the HOMO-LUMO gap: 6.74 eV. As for the LUMO energy: -5.610 eV.

CARTESIAN COORDINATES (ANGSTROEM)
1 In 0.41897 -0.28855 0.62550
2 C -0.31590 -2.52459 3.24331
3 O 0.63777 -1.73069 2.51699
4 C 1.94923 -1.71358 2.98789
5 C 2.30053 -2.09787 4.27148
6 C 3.63857 -2.05949 4.64638
7 C 4.60853 -1.65430 3.74104
8 C 4.25217 -1.27313 2.45921
9 C 2.91515 -1.28369 2.07530
10 N 2.45411 -0.94038 0.79624
11 N 3.26587 -1.19907 -0.18462
12 C 2.79551 -1.44705 -1.40288
13 C 1.47564 -2.00374 -1.62329
14 O 0.48310 -1.85966 -0.82226
15 C 1.30042 -2.84140 -2.76366
16 C 2.25698 -2.95461 -3.71539
17 C 3.51554 -2.28723 -3.62249
18 C 4.47253 -2.38542 -4.64339
19 C 5.68721 -1.75070 -4.51754
20 C 5.96403 -1.00980 -3.36811
21 C 5.03106 -0.89877 -2.35618
22 C 3.79589 -1.54133 -2.46455
23 H 0.07161 -3.53371 3.37690
24 H -1.22067 -2.54918 2.64041
25 H -0.53533 -2.07244 4.20947
26 H 1.55616 -2.44368 4.97506
27 H 3.91825 -2.36283 5.64567
28 H 5.64988 -1.64417 4.03239
29 H 5.00092 -0.97769 1.73753
30 H 0.34700 -3.34282 -2.84723
31 H 2.07456 -3.56932 -4.59004
32 H 4.24816 -2.96914 -5.52754
33 H 6.42481 -1.82667 -5.30466
34 H 6.91868 -0.50987 -3.27041
35 H 5.24989 -0.30943 -1.47622
36 C -3.53021 0.72339 -1.37241
37 N -2.24312 0.38785 -0.74364
38 P -0.74429 0.82894 -1.46892
39 C -0.59428 2.60710 -1.69881
40 C 0.38912 3.28057 -0.97786
41 C 0.51281 4.65752 -1.08161
42 C -0.35633 5.36517 -1.90057
43 C -1.33675 4.69925 -2.62766
44 C -1.45310 3.32254 -2.53595
45 C -0.80123 0.08113 -3.09783
46 C -0.07874 0.65880 -4.14250
47 C -0.05297 0.04299 -5.38452
48 C -0.75369 -1.13736 -5.58810
49 C -1.47040 -1.71614 -4.54741
50 C -1.48290 -1.11878 -3.29930
51 P -2.13018 0.28457 0.95846
52 C -3.15659 -1.07849 1.52933
53 C -3.34799 -2.18024 0.69591
54 C -4.00273 -3.30423 1.17463
55 C -4.44954 -3.34017 2.48941
56 C -4.24844 -2.24898 3.32480
57 C -3.60486 -1.11712 2.84932
58 C -2.84976 1.81082 1.59897
59 C -4.23040 1.87976 1.80998
60 C -4.81904 3.08552 2.15352
61 C -4.04028 4.22813 2.28271
62 C -2.67140 4.16859 2.05989
63 C -2.07606 2.96537 1.71679
64 H -3.43659 0.62658 -2.45316
65 H -3.84038 1.74068 -1.12461
66 H -4.29260 0.02276 -1.03172
67 H 1.07602 2.72812 -0.34269
68 H 1.28781 5.17608 -0.53315
69 H -0.26352 6.43988 -1.98376
70 H -2.00285 5.25494 -3.27387
71 H -2.20089 2.80483 -3.12507
72 H 0.45600 1.58882 -3.99371
73 H 0.50372 0.49322 -6.19522
74 H -0.74602 -1.60766 -6.56266
75 H -2.01660 -2.63591 -4.71073
76 H -2.02525 -1.57983 -2.48338
77 H -2.98696 -2.15876 -0.32578
78 H -4.16545 -4.15202 0.52278
79 H -4.96123 -4.21759 2.86170
80 H -4.60395 -2.27452 4.34633
81 H -3.46659 -0.26446 3.50394
82 H -4.84864 0.99757 1.70369
83 H -5.88706 3.13348 2.31830
84 H -4.50341 5.16774 2.55340
85 H -2.06480 5.05953 2.15316
86 H -1.01136 2.93756 1.53647
87 C 2.68406 1.82925 3.16369
88 S 0.98490 1.57711 2.62499
89 C 0.19894 0.99155 4.13446
90 H 3.08538 0.93047 3.62430
91 H 2.70025 2.66277 3.86298
92 H 3.27058 2.08786 2.28420
93 H 0.23912 1.78529 4.87754
94 H 0.69855 0.10006 4.50387
95 H -0.84468 0.77412 3.90681